DFT (ωB97M-V/def2-TZVPD) results for C4H4OS in the gas phase.

Cartesian coordinates (Å):
S (1.20140, -1.48639, -0.73551)
C (0.01336, -0.14390, -0.21099)
C (-0.95581, -0.39310, 0.69349)
C (-1.41389, 0.85482, 1.21792)
C (-0.81048, 1.75039, 0.45274)
O (0.25976, 1.18849, -0.40008)
H (2.08572, -0.55977, -1.10608)
H (-1.17732, -1.40873, 1.30194)
H (-2.33052, 1.00776, 1.82149)
H (-0.87738, 2.82579, 0.03245)

Maximum force: 5.586 eV Å⁻¹
Structure (SMILES): Sc1ccco1
Net charge: 0
ΔE to the lowest compared entry with this formula, charge and spin: 182.2 kJ/mol
Highest occupied orbital energy: -0.30715 Ha
Energy: -628.1656 Ha

Here are the Löwdin charges for atoms 1 to 4, given in e: atom 1 (S): 0.754, atom 2 (C): -0.643, atom 3 (C): -0.158, atom 4 (C): -0.105